Record 1
ORCA calculation (ωB97M-V with the def2-TZVPD basis set) on the molecule C2H5N3S2.

Properties
HOMO level   -8.8 eV
Multiplicity   1
SMILES   [H]/N=C(/N)SC(N)=S

Geometry as XYZ:
```
12
C2H5N3S2 | the Open Molecules 2025 dataset | ωB97M-V with the def2-TZVPD basis set
S -0.87 -1.28 -1.07
S 0.01 0.89 0.86
N -2.51 0.20 0.51
N 1.76 0.37 -1.20
N 2.47 -0.01 1.00
C 1.54 0.33 0.15
C -1.20 -0.06 0.07
H 2.57 -0.09 -1.48
H -2.80 0.88 1.18
H -3.26 -0.27 -0.04
H 1.06 0.08 -1.82
H 2.14 -0.04 2.00
```

Record 2
ORCA calculation (ωB97M-V with the def2-TZVPD basis set) on the molecule C2H5N3S2.

Properties
HOMO level (spin up / spin down)   -8.1 / -9.8 eV
Multiplicity   3
Expectation value of S²   2.012

Geometry as XYZ:
```
12
C2H5N3S2 | the Open Molecules 2025 dataset | ωB97M-V with the def2-TZVPD basis set
S -0.94 -1.15 -0.09
S 2.04 -0.09 -0.73
N 2.23 -1.33 0.23
N -2.45 -0.93 -0.38
N -1.27 1.40 -0.73
C 0.88 0.94 0.25
C -0.43 0.64 -0.22
H -2.96 -1.71 0.04
H 2.76 -2.15 -0.16
H -2.15 0.92 -0.76
H 1.31 2.00 0.15
H 1.07 0.53 1.30
```

Record 3
ORCA calculation (ωB97M-V with the def2-TZVPD basis set) on the molecule C2H5N5O.

Properties
HOMO level   -8.1 eV
Multiplicity   1
SMILES   Nn1[nH]nc/c1=N\O

Geometry as XYZ:
```
13
C2H5N5O | the Open Molecules 2025 dataset | ωB97M-V with the def2-TZVPD basis set
O -2.66 -0.03 -0.19
N 1.71 -0.66 -0.20
N -1.45 0.88 0.17
N 1.02 0.40 0.12
N 0.85 -1.66 -0.09
N 1.42 1.78 -0.13
C -0.31 -1.33 0.12
C -0.32 0.11 0.10
H 0.53 2.34 -0.66
H -3.37 0.52 0.13
H -1.09 -2.01 0.39
H 2.51 -0.72 0.52
H 1.52 2.31 0.77
```

Record 4
ORCA calculation (ωB97M-V with the def2-TZVPD basis set) on a structure of composition C2H5N5O.

Properties
HOMO level   -8.9 eV
Multiplicity   1

Geometry as XYZ:
```
13
C2H5N5O | the Open Molecules 2025 dataset | ωB97M-V with the def2-TZVPD basis set
O -0.79 1.96 -0.49
N -0.82 -1.49 -0.33
N -0.45 0.68 -0.03
N 2.06 0.37 0.44
N -2.70 -0.24 0.33
N 0.89 0.12 -0.51
C -1.52 -0.39 0.12
C 0.43 -1.25 -0.36
H 3.09 -0.52 -0.07
H -3.20 0.67 0.12
H 0.99 -2.19 -0.80
H 0.26 2.36 -0.07
H 1.75 -0.08 1.66
```

Record 5
ORCA calculation (ωB97M-V with the def2-TZVPD basis set) on the molecule C2H5N5O.

Properties
HOMO level   -9.8 eV
Multiplicity   1

Geometry as XYZ:
```
13
C2H5N5O | the Open Molecules 2025 dataset | ωB97M-V with the def2-TZVPD basis set
O -1.13 -1.46 -0.84
N 2.56 0.98 -0.47
N 1.25 0.85 -0.88
N 2.68 -0.74 1.06
N 2.88 0.14 0.41
N 0.57 -0.01 -0.38
C -0.87 -0.15 -0.56
C -1.46 0.42 0.74
H -1.41 1.46 0.49
H -0.64 -2.11 -0.45
H -1.02 0.47 -1.38
H -0.97 0.12 1.65
H -2.43 0.03 0.62
```

Record 6
ORCA calculation (ωB97M-V with the def2-TZVPD basis set) on a structure of composition C2H5N5O.

Properties
HOMO level   -9.1 eV
Multiplicity   1

Geometry as XYZ:
```
13
C2H5N5O | the Open Molecules 2025 dataset | ωB97M-V with the def2-TZVPD basis set
O -2.27 -0.54 -0.12
N -0.08 0.10 -0.60
N 2.26 0.41 0.12
N -0.60 1.35 -0.16
N -0.31 -1.97 -0.01
N 1.10 -1.70 -0.45
C -1.01 -0.87 -0.05
C 1.17 -0.37 -0.19
H 1.86 1.43 -0.05
H -0.28 1.63 0.72
H -1.01 2.26 -0.85
H 1.34 -2.26 0.76
H -2.17 0.53 0.89
```

Short version: DFT total energy = -1039.8414 -1039.7150 -428.0128 -427.8766 -428.0629 -427.9317 a.u., in the order given.
Short version: energy above the lowest of the compared OMol25 structures with the same formula, charge and spin = 110.2 0.0 552.2 909.8 420.7 765.1 kJ/mol, in the order given.